No. 1
ORCA calculation (ωB97M-V with the def2-TZVPD basis set) on C4H5NO as an isolated structure in a non-equilibrium geometry.

Structure (XYZ):
```
11
Properties=species:S:1:pos:R:3
O 0.34 0.67 2.23
C 0.22 0.45 1.02
C 0.55 1.69 0.63
C -0.82 -0.42 -1.02
N 0.39 -1.15 -0.91
C -0.30 -0.74 0.32
H -0.82 0.67 -1.25
H 1.59 1.90 0.57
H -1.66 -0.93 -1.42
H 1.21 -0.58 -1.09
H -0.71 -1.54 0.92
```

Output
highest occupied orbital energy	-9.38	eV
LUMO level	-0.23	eV
DFT total energy	-285.22228	hartree
energy relative to the best compared isomer or geometry (same formula, charge and spin)	120.68	kcal per mole

No. 2
ORCA calculation (ωB97M-V with the def2-TZVPD basis set) on one molecule with the formula C4H5NO.

Structure (XYZ):
```
11
Properties=species:S:1:pos:R:3
O -2.00 0.46 -0.80
C -1.61 0.62 0.33
N -0.31 0.84 0.68
C 0.74 0.57 -0.29
C 1.02 -0.86 -0.43
C 1.18 -2.05 -0.51
H -2.30 0.70 1.20
H -0.07 0.73 1.65
H 0.40 0.98 -1.25
H 1.64 1.12 0.01
H 1.31 -3.10 -0.59
```

Output
highest occupied orbital energy	-10.12	eV
LUMO level	0.87	eV
DFT total energy	-285.35015	hartree
energy relative to the best compared isomer or geometry (same formula, charge and spin)	40.43	kcal per mole

No. 3
ORCA calculation (ωB97M-V with the def2-TZVPD basis set) on one molecule with the formula C4H5NO in a non-equilibrium geometry.

Structure (XYZ):
```
11
Properties=species:S:1:pos:R:3
C 1.52 0.12 0.75
C -0.53 -0.63 -0.27
C 0.11 -0.36 0.82
O -1.93 1.52 -0.41
N -2.03 0.81 -1.38
C -1.23 -0.40 -1.34
H 1.71 0.64 1.67
H 2.23 -0.72 0.68
H 1.73 0.78 -0.10
H -0.30 -0.69 1.77
H -1.28 -1.07 -2.18
```

Output
highest occupied orbital energy	-9.03	eV
LUMO level	-0.35	eV
DFT total energy	-285.25615	hartree
energy relative to the best compared isomer or geometry (same formula, charge and spin)	99.42	kcal per mole

No. 4
ORCA calculation (ωB97M-V with the def2-TZVPD basis set) on one molecule with the formula C4H5NO.

Structure (XYZ):
```
11
Properties=species:S:1:pos:R:3
N -2.19 -0.58 -0.19
C -1.70 0.52 0.19
O -0.38 0.76 0.23
C 0.43 -0.34 -0.19
C 1.84 0.00 0.00
C 3.01 0.20 0.15
H -3.20 -0.56 -0.14
H -2.24 1.40 0.54
H 0.22 -0.55 -1.25
H 0.16 -1.23 0.38
H 4.06 0.39 0.28
```

Output
highest occupied orbital energy	-10.21	eV
LUMO level	0.98	eV
DFT total energy	-285.32513	hartree
energy relative to the best compared isomer or geometry (same formula, charge and spin)	56.13	kcal per mole

No. 5
ORCA calculation (ωB97M-V with the def2-TZVPD basis set) on one molecule with the formula C4H5NO in a non-equilibrium geometry.

Structure (XYZ):
```
11
Properties=species:S:1:pos:R:3
O 1.99 -0.16 -0.49
C 0.65 -0.17 -0.18
C -0.09 -1.39 -0.53
N -1.36 -1.40 -0.47
C -0.69 1.77 0.89
C -0.07 0.86 0.22
H 2.39 0.58 -0.02
H 0.54 -2.20 -0.91
H -1.73 -2.29 -0.79
H -1.48 2.41 0.49
H -0.15 1.98 1.79
```

Output
highest occupied orbital energy	-8.54	eV
LUMO level	0.62	eV
DFT total energy	-285.30618	hartree
energy relative to the best compared isomer or geometry (same formula, charge and spin)	68.03	kcal per mole

No. 6
ORCA calculation (ωB97M-V with the def2-TZVPD basis set) on C4H5NO as an isolated structure in a non-equilibrium geometry.

Structure (XYZ):
```
11
Properties=species:S:1:pos:R:3
C -0.86 -0.37 0.55
C 0.55 0.25 0.39
C 1.53 -0.56 -0.39
O 1.24 -1.58 -0.96
C -0.52 0.86 -0.33
N -1.25 1.57 -1.07
H -1.33 -0.27 1.53
H -1.86 0.79 -0.62
H -0.96 -1.36 0.09
H 0.92 0.80 1.24
H 2.54 -0.13 -0.43
```

Output
highest occupied orbital energy	-9.38	eV
LUMO level	0.64	eV
DFT total energy	-285.26209	hartree
energy relative to the best compared isomer or geometry (same formula, charge and spin)	95.69	kcal per mole

No. 7
ORCA calculation (ωB97M-V with the def2-TZVPD basis set) on C4H5NO as an isolated structure in a non-equilibrium geometry.

Structure (XYZ):
```
11
Properties=species:S:1:pos:R:3
C -0.81 -0.45 0.53
C 0.20 0.55 0.57
C 0.72 -0.81 -0.69
O 1.59 -1.56 -0.32
C -0.06 1.82 -0.02
N -0.28 2.82 -0.56
H -1.79 -0.20 0.15
H -0.46 -1.24 -0.66
H -0.75 -1.28 1.23
H 1.00 0.48 1.30
H 0.63 -0.12 -1.53
```

Output
highest occupied orbital energy	-9.12	eV
LUMO level	0.29	eV
DFT total energy	-285.26570	hartree
energy relative to the best compared isomer or geometry (same formula, charge and spin)	93.43	kcal per mole

No. 8
ORCA calculation (ωB97M-V with the def2-TZVPD basis set) on a 2-piece molecular cluster, C4H5NO overall.

Structure (XYZ):
```
11
Properties=species:S:1:pos:R:3
O -1.16 1.41 -1.05
C -1.12 0.21 -1.04
N 0.52 1.17 1.29
C 1.62 0.55 1.20
C -0.46 -1.17 -0.88
C -1.73 -1.02 -1.26
H 0.63 2.05 1.79
H 1.63 -0.40 0.65
H 2.57 0.88 1.63
H 0.10 -2.11 -0.77
H -2.60 -1.56 -1.57
```

Output
highest occupied orbital energy	-9.20	eV
LUMO level	1.01	eV
DFT total energy	-285.26695	hartree
energy relative to the best compared isomer or geometry (same formula, charge and spin)	92.64	kcal per mole

No. 9
ORCA calculation (ωB97M-V with the def2-TZVPD basis set) on one molecule with the formula C4H5NO.

Structure (XYZ):
```
11
Properties=species:S:1:pos:R:3
C 0.32 -1.11 1.38
C 0.06 -0.23 0.31
C -0.98 -0.09 -0.69
N -0.83 1.11 -1.35
C 0.20 1.66 -0.81
O 0.82 0.93 0.16
H 1.25 -1.01 1.92
H -0.26 -2.02 1.46
H 0.43 -1.02 -0.48
H -1.72 -0.82 -0.97
H 0.65 2.61 -1.05
```

Output
highest occupied orbital energy (spin up / spin down)	-7.49 / -6.83	eV
LUMO level (spin up / spin down)	0.34 / 0.25	eV
DFT total energy	-285.25262	hartree
energy relative to the best compared isomer or geometry (same formula, charge and spin)	101.63	kcal per mole

No. 10
ORCA calculation (ωB97M-V with the def2-TZVPD basis set) on one molecule with the formula C4H5NO.

Structure (XYZ):
```
11
Properties=species:S:1:pos:R:3
C 0.89 0.41 0.53
C -0.15 1.27 -0.11
O -0.50 1.07 -1.27
C -1.06 -1.01 -1.28
N -0.62 -1.30 -0.16
C 0.00 -0.78 0.85
H 1.69 0.14 -0.17
H 1.31 0.84 1.44
H -0.73 1.94 0.55
H -0.69 -1.42 -2.22
H -0.15 -1.16 1.85
```

Output
highest occupied orbital energy	-7.98	eV
LUMO level	0.85	eV
DFT total energy	-285.28616	hartree
energy relative to the best compared isomer or geometry (same formula, charge and spin)	80.59	kcal per mole

No. 11
ORCA calculation (ωB97M-V with the def2-TZVPD basis set) on C4H5NO as an isolated structure in a non-equilibrium geometry.

Structure (XYZ):
```
11
Properties=species:S:1:pos:R:3
C 1.82 0.03 -0.29
C 0.37 -0.01 -0.48
C -0.57 -0.99 0.15
C -0.58 1.03 0.13
H 0.15 -0.15 -1.63
H -0.95 -1.92 -0.34
H -0.42 -1.20 1.28
H -0.23 1.08 1.36
H -0.73 2.04 -0.37
N 2.88 0.02 0.23
O -1.72 0.06 -0.05
```

Output
highest occupied orbital energy	-10.63	eV
LUMO level	0.86	eV
DFT total energy	-285.30316	hartree
energy relative to the best compared isomer or geometry (same formula, charge and spin)	69.92	kcal per mole

No. 12
ORCA calculation (ωB97M-V with the def2-TZVPD basis set) on a 2-piece molecular cluster, C4H5NO overall in a non-equilibrium geometry.

Structure (XYZ):
```
11
Properties=species:S:1:pos:R:3
C -1.75 0.14 -1.07
N -0.88 -0.77 -0.86
C 0.59 -0.61 1.75
O -0.16 -1.26 2.37
C 1.62 0.06 1.28
C 1.96 0.81 0.24
H -2.38 0.20 -1.96
H 1.26 1.04 -0.57
H -1.89 0.91 -0.30
H -0.86 -1.43 -1.64
H 2.96 1.22 0.13
```

Output
highest occupied orbital energy	-8.65	eV
LUMO level	-0.14	eV
DFT total energy	-285.29137	hartree
energy relative to the best compared isomer or geometry (same formula, charge and spin)	77.32	kcal per mole

No. 13
ORCA calculation (ωB97M-V with the def2-TZVPD basis set) on one molecule with the formula C4H5NO in a non-equilibrium geometry.

Structure (XYZ):
```
11
Properties=species:S:1:pos:R:3
C -1.94 0.35 0.27
N -0.18 -1.05 -0.60
C 0.32 -0.05 0.00
O -0.56 0.78 0.57
C 1.75 0.23 0.10
C 2.96 0.28 0.05
H -2.17 -0.73 0.21
H -2.21 0.76 -0.71
H -2.49 0.78 1.09
H 0.47 -1.69 -1.00
H 4.03 0.34 0.01
```

Output
highest occupied orbital energy	-10.07	eV
LUMO level	1.02	eV
DFT total energy	-285.31080	hartree
energy relative to the best compared isomer or geometry (same formula, charge and spin)	65.13	kcal per mole

No. 14
ORCA calculation (ωB97M-V with the def2-TZVPD basis set) on one molecule with the formula C4H5NO in a non-equilibrium geometry.

Structure (XYZ):
```
11
Properties=species:S:1:pos:R:3
C -1.53 0.00 -0.46
C -0.08 0.03 -0.08
O 0.01 0.47 1.26
C 0.97 -0.32 -0.81
C 2.29 0.37 2.25
N 1.22 0.41 1.77
H -2.07 0.83 0.01
H -1.98 -0.93 -0.11
H -1.64 0.07 -1.54
H 0.81 -0.64 -1.84
H 1.98 -0.29 -0.44
```

Output
highest occupied orbital energy	-9.89	eV
LUMO level	0.84	eV
DFT total energy	-285.26661	hartree
energy relative to the best compared isomer or geometry (same formula, charge and spin)	92.85	kcal per mole

No. 15
ORCA calculation (ωB97M-V with the def2-TZVPD basis set) on a 2-piece molecular cluster, C4H5NO overall in a non-equilibrium geometry.

Structure (XYZ):
```
11
Properties=species:S:1:pos:R:3
C -1.16 1.23 -0.34
C -0.83 -1.70 0.17
O -0.87 -2.06 1.24
C 1.86 -0.63 0.10
C 1.04 0.36 -0.16
N 0.30 1.29 -0.43
H -1.56 0.63 0.49
H -1.56 0.80 -1.27
H -1.54 2.24 -0.24
H 2.06 -1.37 -0.66
H 2.26 -0.78 1.10
```

Output
highest occupied orbital energy	-8.80	eV
LUMO level	1.02	eV
DFT total energy	-285.33875	hartree
energy relative to the best compared isomer or geometry (same formula, charge and spin)	47.58	kcal per mole

No. 16
ORCA calculation (ωB97M-V with the def2-TZVPD basis set) on one molecule with the formula C4H5NO in a non-equilibrium geometry.

Structure (XYZ):
```
11
Properties=species:S:1:pos:R:3
O -1.73 1.35 -0.55
C -1.68 0.15 -0.41
C -0.43 -0.58 0.06
C 0.72 0.41 0.36
C 2.05 -0.06 -0.01
N 3.15 -0.33 -0.24
H -2.57 -0.48 -0.63
H -0.14 -1.28 -0.73
H -0.72 -1.22 0.90
H 0.80 0.68 1.42
H 0.56 1.36 -0.17
```

Output
highest occupied orbital energy	-10.59	eV
LUMO level	0.67	eV
DFT total energy	-285.38912	hartree
energy relative to the best compared isomer or geometry (same formula, charge and spin)	15.98	kcal per mole

No. 17
ORCA calculation (ωB97M-V with the def2-TZVPD basis set) on one molecule with the formula C4H5NO.

Structure (XYZ):
```
11
Properties=species:S:1:pos:R:3
C -1.50 -0.15 0.15
C -0.02 -0.02 0.01
C 0.90 -0.98 -0.27
O 2.13 -0.47 -0.32
N 2.07 0.88 -0.07
C 0.81 1.14 0.12
H -1.81 -0.17 1.20
H -2.01 0.70 -0.33
H -1.86 -1.06 -0.34
H 0.82 -2.05 -0.43
H 0.51 2.16 0.33
```

Output
highest occupied orbital energy	-9.67	eV
LUMO level	0.92	eV
DFT total energy	-285.36101	hartree
energy relative to the best compared isomer or geometry (same formula, charge and spin)	33.62	kcal per mole

No. 18
ORCA calculation (ωB97M-V with the def2-TZVPD basis set) on C4H5NO as an isolated structure in a non-equilibrium geometry.

Structure (XYZ):
```
11
Properties=species:S:1:pos:R:3
O 1.49 -0.06 1.03
C 0.20 0.32 0.63
C 0.18 0.62 -0.91
C -0.89 -0.72 0.69
C -1.29 -0.61 -0.58
N -1.26 -0.18 -1.73
H 1.61 -0.99 0.78
H 0.02 1.24 1.21
H 0.20 1.68 -1.18
H 0.93 0.04 -1.45
H -1.19 -1.34 1.51
```

Output
highest occupied orbital energy	-8.02	eV
LUMO level	0.05	eV
DFT total energy	-285.24666	hartree
energy relative to the best compared isomer or geometry (same formula, charge and spin)	105.38	kcal per mole

No. 19
ORCA calculation (ωB97M-V with the def2-TZVPD basis set) on one molecule with the formula C4H5NO in a non-equilibrium geometry.

Structure (XYZ):
```
11
Properties=species:S:1:pos:R:3
O -1.95 0.83 0.64
C -1.77 0.04 -0.24
C -0.36 -0.57 -0.06
C 0.73 0.54 0.02
C 2.09 -0.01 0.10
N 3.17 -0.43 0.18
H -2.69 -0.28 -0.82
H -0.12 -1.34 -0.78
H -0.39 -1.04 0.95
H 0.58 1.19 0.89
H 0.67 1.17 -0.87
```

Output
highest occupied orbital energy	-10.37	eV
LUMO level	0.33	eV
DFT total energy	-285.37066	hartree
energy relative to the best compared isomer or geometry (same formula, charge and spin)	27.56	kcal per mole

No. 20
ORCA calculation (ωB97M-V with the def2-TZVPD basis set) on C4H5NO as an isolated structure.

Structure (XYZ):
```
11
Properties=species:S:1:pos:R:3
C -1.68 -0.36 -0.10
C -0.22 -0.19 -0.23
C 0.73 0.89 0.26
O 1.77 1.02 -0.75
C 1.70 -0.16 -0.01
N 0.66 -1.06 -0.60
H -1.87 -1.40 0.18
H -2.21 -0.14 -1.03
H -2.06 0.29 0.69
H 0.62 1.68 0.99
H 2.51 -0.57 0.58
```

Output
highest occupied orbital energy	-9.71	eV
LUMO level	0.94	eV
DFT total energy	-285.28986	hartree
energy relative to the best compared isomer or geometry (same formula, charge and spin)	78.27	kcal per mole